{
  "formula": "C7H14",
  "method": "the ωB97M-V functional and the def2-TZVPD basis",
  "multiplicity": 2,
  "energy_ha": -274.9663,
  "s_squared": 0.75,
  "e_lumo_ev": [3.74, 3.56],
  "de_lowest_kj_mol": 161.3,
  "charge": -1,
  "species": ["C", "C", "C", "C", "C", "C", "C", "H", "H", "H", "H", "H", "H", "H", "H", "H", "H", "H", "H", "H", "H"],
  "positions_angstrom": [[-0.8878, -1.7471, -2.4820], [-1.0455, -0.2676, -2.0717], [-0.5160, 0.1076, -0.6536], [0.8571, -0.2302, -0.3724], [1.2589, 0.2955, 1.0236], [0.0821, 0.7465, 1.9766], [0.3713, 1.4822, 3.0905], [-1.0222, -1.8949, -3.5541], [-1.6767, -2.4855, -1.8755], [0.1242, -2.2745, -2.3687], [-0.5279, 0.3975, -2.8024], [-2.2043, 0.0457, -2.0876], [-0.7842, 1.1892, -0.5407], [-1.1660, -0.4146, 0.0828], [1.4640, 0.2163, -1.2206], [1.1892, -1.2873, -0.3113], [2.0667, 1.0434, 0.8749], [1.7128, -0.5807, 1.6151], [-0.8569, 0.0522, 2.0352], [1.2064, 2.1030, 3.0744], [-0.2454, 1.5688, 4.0120]],
  "forces_ev_per_a": [[-0.7, -2.4, 1.2], [-1.2, 0.6, 0.3], [-4.0, -0.6, -1.1], [3.0, 0.3, 0.0], [-0.3, -0.1, 1.1], [0.2, -1.1, 0.4], [-1.7, -0.9, 0.0], [-0.7, 0.1, -0.1], [1.9, 2.0, -1.6], [-1.1, 1.3, 0.5], [-0.3, -0.5, 0.3], [2.4, -0.8, -0.2], [0.7, -0.8, 0.2], [0.2, 0.3, -0.5], [-0.1, -0.3, 1.0], [-1.0, 0.2, -0.7], [-0.8, -0.2, 0.7], [-0.1, 0.9, -0.6], [1.9, 1.3, -0.2], [1.5, 0.9, 0.1], [0.1, -0.2, -1.0]],
  "lowdin_spin": [0.03, 0.02, 0.03, 0.06, 0.17, 0.15, 0.26, 0.01, 0.01, 0.01, 0.00, 0.00, 0.01, 0.00, 0.01, 0.02, 0.03, 0.09, 0.00, 0.05, 0.04]
}

{
  "formula": "C7H14",
  "method": "the ωB97M-V functional and the def2-TZVPD basis",
  "multiplicity": 2,
  "energy_ha": -274.9432,
  "s_squared": 0.75,
  "e_lumo_ev": [3.91, 3.83],
  "de_lowest_kj_mol": 222.1,
  "charge": -1,
  "species": ["C", "C", "C", "C", "C", "C", "C", "H", "H", "H", "H", "H", "H", "H", "H", "H", "H", "H", "H", "H", "H"],
  "positions_angstrom": [[1.6859, -2.5100, 1.0411], [0.2918, -2.3810, 0.6402], [-0.1263, -1.2731, -0.4048], [0.1319, 0.1156, 0.2631], [-0.7644, 0.9504, -0.6987], [-0.9681, 2.2923, -0.2002], [-0.5571, 3.4664, -0.7418], [2.4020, -2.8449, 0.1845], [1.8029, -3.4301, 1.6458], [1.9949, -1.5447, 1.4369], [-0.2057, -3.5101, 0.2782], [-0.2300, -2.0146, 1.6297], [0.4995, -1.2400, -1.3430], [-1.1436, -1.5629, -0.5436], [1.1983, 0.4036, 0.2550], [-0.2220, 0.1745, 1.2689], [-1.5341, 0.2654, -0.9380], [-0.5424, 1.0183, -1.8401], [-1.5327, 2.3079, 0.7052], [0.1563, 3.4691, -1.6007], [-0.8058, 4.5455, -0.5321]],
  "forces_ev_per_a": [[2.7, -1.9, -1.8], [-3.7, -1.4, -0.7], [3.6, -1.2, 2.3], [-0.6, -0.7, -3.1], [2.2, 0.5, -2.0], [-0.7, 2.6, -0.4], [0.6, 0.1, -0.9], [-1.1, 1.1, 0.9], [0.0, 0.9, 0.8], [0.6, -0.4, 0.5], [1.3, 3.1, 1.1], [0.2, -1.2, -1.8], [-0.9, -0.6, 0.8], [-1.0, 0.6, -0.6], [-0.5, -0.1, -0.1], [-0.4, 0.0, 0.6], [-2.3, 0.2, 0.9], [1.3, 0.0, 1.8], [-0.6, 0.4, 0.6], [-0.8, -0.5, 0.4], [0.0, -1.5, 0.8]],
  "lowdin_spin": [0.06, 0.12, 0.16, 0.04, 0.12, 0.07, 0.06, 0.01, 0.02, 0.00, 0.06, 0.02, 0.03, 0.07, 0.01, 0.02, 0.05, 0.04, 0.02, 0.01, 0.01]
}

{
  "formula": "C7H14",
  "method": "the ωB97M-V functional and the def2-TZVPD basis",
  "energy_ha": -275.0772,
  "smiles": "CC(C)CC1CC1",
  "e_lumo_ev": 1.25,
  "de_lowest_kj_mol": 102.5,
  "charge": 0,
  "species": ["C", "C", "C", "C", "C", "C", "C", "H", "H", "H", "H", "H", "H", "H", "H", "H", "H", "H", "H", "H", "H"],
  "positions_angstrom": [[-1.1698, 1.0781, -0.8162], [-1.1425, -0.0870, 0.1763], [-2.4636, -0.8479, 0.0051], [0.1266, -0.9540, 0.0408], [1.3726, -0.3357, 0.6808], [2.6966, -0.1364, -0.0089], [1.9066, 1.0559, 0.4429], [-1.3240, 0.7027, -1.8362], [-1.9928, 1.7617, -0.5825], [-0.2504, 1.6592, -0.8116], [-1.1206, 0.3257, 1.1951], [-3.2939, -0.2014, 0.3165], [-2.6373, -1.0981, -1.0498], [-2.5227, -1.7739, 0.5872], [-0.0476, -1.9114, 0.5536], [0.3078, -1.2123, -1.0126], [1.4883, -0.6304, 1.7232], [3.6119, -0.4054, 0.5108], [2.7379, -0.2861, -1.0855], [1.4924, 1.6745, -0.3432], [2.2245, 1.6221, 1.3142]],
  "forces_ev_per_a": [[0.0, 0.1, 0.0], [0.0, 0.1, 0.0], [0.0, -0.1, 0.0], [0.0, 0.0, -0.1], [-0.1, -0.1, 0.1], [0.2, -0.1, -0.1], [0.0, 0.2, 0.0], [0.0, 0.0, 0.1], [0.0, -0.1, -0.1], [-0.2, 0.0, 0.0], [0.0, 0.0, -0.1], [0.1, -0.1, -0.1], [0.1, 0.0, 0.2], [0.1, 0.1, 0.0], [0.0, 0.2, -0.1], [0.0, 0.2, 0.1], [-0.1, 0.0, -0.1], [-0.2, 0.0, 0.0], [-0.1, -0.1, 0.2], [0.1, -0.1, 0.2], [0.0, -0.1, -0.1]],
  "lowdin_charge": [-0.08, -0.43, -0.09, -0.15, -0.29, -0.13, -0.13, 0.08, 0.08, 0.04, 0.14, 0.08, 0.08, 0.07, 0.11, 0.12, 0.13, 0.09, 0.10, 0.08, 0.10]
}

{
  "formula": "C7H14",
  "method": "the ωB97M-V functional and the def2-TZVPD basis",
  "energy_ha": -274.9457,
  "e_lumo_ev": 0.05,
  "de_lowest_kj_mol": 447.7,
  "charge": 0,
  "species": ["C", "C", "C", "H", "H", "H", "H", "H", "H", "H", "H", "C", "C", "C", "C", "H", "H", "H", "H", "H", "H"],
  "positions_angstrom": [[1.7394, 0.0800, 0.4120], [1.2929, 1.4565, -0.7260], [1.4471, -1.2528, -0.0614], [1.1969, 0.3661, 1.3104], [2.7997, 0.2951, 0.5005], [2.1853, -1.6813, -0.7326], [1.0874, -1.9407, 0.6939], [2.3156, 1.6945, -0.9972], [0.7984, 2.2997, -0.2635], [0.8071, 1.1493, -1.6449], [0.2106, -1.1611, -0.7398], [-1.5224, 0.3918, -0.5840], [-1.7533, 0.6092, 0.8171], [-1.2196, -0.8457, -1.1543], [-1.6423, -0.3103, 1.7888], [-1.4920, 1.2748, -1.2074], [-2.0454, 1.6174, 1.0934], [-1.3381, -0.9180, -2.2293], [-1.6520, -1.7225, -0.6810], [-1.3714, -1.3356, 1.5856], [-1.8438, -0.0663, 2.8202]],
  "forces_ev_per_a": [[-1.0, 4.1, -1.3], [1.8, -2.6, 1.2], [-3.3, -0.9, -2.0], [0.2, -0.2, 0.1], [0.1, -0.1, 0.3], [-0.1, -0.2, 0.0], [0.4, -0.3, 0.2], [0.0, 0.6, -0.2], [-0.1, -0.1, 0.3], [-0.2, -0.3, 0.2], [3.3, -0.3, 1.2], [0.7, -1.7, -1.0], [-0.2, -0.2, 0.7], [-2.9, 1.8, 0.4], [-0.1, 0.3, -0.3], [0.0, 0.0, -0.1], [0.0, 0.0, 0.1], [0.8, 0.1, -0.1], [0.6, -0.1, 0.4], [0.1, -0.1, -0.1], [0.0, 0.1, 0.1]],
  "lowdin_charge": [-0.23, -0.05, -0.15, 0.07, 0.07, 0.06, 0.05, 0.03, 0.04, 0.03, 0.09, -0.20, -0.20, -0.09, 0.02, 0.09, 0.10, 0.08, 0.08, 0.05, 0.05]
}

{
  "formula": "C7H14",
  "method": "the ωB97M-V functional and the def2-TZVPD basis",
  "energy_ha": -275.0445,
  "smiles": "C=CCCCCC",
  "e_lumo_ev": 1.22,
  "de_lowest_kj_mol": 188.3,
  "charge": 0,
  "species": ["C", "C", "C", "C", "C", "C", "C", "H", "H", "H", "H", "H", "H", "H", "H", "H", "H", "H", "H", "H", "H"],
  "positions_angstrom": [[-1.5792, -1.9080, 2.5178], [-1.5599, -1.0253, 1.4556], [-1.3525, -1.3234, -0.0200], [-0.6038, -0.1101, -0.7992], [0.7253, 0.1094, -0.0333], [1.8739, 0.8271, -0.9673], [1.4893, 2.3099, -1.3122], [-1.4474, -2.9821, 2.3068], [-2.0228, -1.7959, 3.4508], [-1.6024, 0.0756, 1.6475], [-0.9529, -2.3221, -0.1341], [-2.3431, -1.3088, -0.4663], [-0.3732, -0.4899, -1.8558], [-1.0715, 0.8827, -0.7887], [1.0955, -0.8432, 0.4303], [0.6021, 0.8083, 0.8519], [2.1452, 0.2175, -1.8021], [2.7647, 0.8433, -0.2874], [2.1402, 2.6661, -2.0786], [1.6435, 2.9794, -0.4456], [0.4290, 2.3894, -1.6701]],
  "forces_ev_per_a": [[-0.1, -0.1, -4.3], [0.5, -0.2, 2.0], [-0.6, 2.2, 0.0], [1.6, -2.3, 0.8], [1.7, 1.1, -0.6], [-1.0, 0.4, 3.2], [-0.7, -1.1, 0.5], [0.1, 0.5, -0.2], [-0.1, 1.2, 1.7], [-0.5, -1.0, 0.1], [0.5, 0.0, -0.4], [-0.4, -0.4, 0.0], [-0.5, 0.8, 1.4], [-0.7, -0.7, -0.3], [-0.1, 0.7, -0.7], [-0.1, -0.7, -1.0], [-0.2, -0.3, -0.7], [-0.5, 0.1, -0.7], [0.4, 0.4, -0.7], [-0.3, -0.5, -0.3], [0.9, 0.0, 0.3]],
  "lowdin_charge": [0.01, -0.19, -0.21, -0.20, -0.23, -0.23, -0.12, 0.05, 0.01, 0.10, 0.10, 0.10, 0.13, 0.10, 0.11, 0.11, 0.07, 0.10, 0.04, 0.07, 0.07]
}

{
  "formula": "C7H14",
  "method": "the ωB97M-V functional and the def2-TZVPD basis",
  "energy_ha": -274.8706,
  "e_lumo_ev": -1.34,
  "de_lowest_kj_mol": 644.9,
  "charge": 0,
  "species": ["C", "C", "C", "C", "C", "C", "C", "H", "H", "H", "H", "H", "H", "H", "H", "H", "H", "H", "H", "H", "H"],
  "positions_angstrom": [[-1.8461, -1.8112, 1.1297], [-1.4902, -0.3153, 0.9919], [-0.0694, -0.0068, 0.8765], [0.5719, 0.9793, 0.0068], [-0.2568, 1.8353, -0.7414], [1.9593, 0.8127, 0.1898], [2.7928, -0.4500, 0.3987], [-1.4624, -2.2761, 2.0339], [-1.5923, -2.3914, 0.2463], [-2.9329, -1.8205, 1.2038], [-2.0578, 0.1096, 0.1653], [-1.8375, 0.2229, 1.8773], [0.6180, -0.4829, 1.5529], [-1.1972, 0.9509, -4.5724], [-1.2890, 1.5380, -0.7215], [0.0656, 2.8681, -0.7608], [2.6544, 1.5683, -0.1787], [-1.4412, 0.9906, -5.2725], [3.8096, -0.1421, 0.2213], [2.5909, -0.8212, 1.4252], [2.4103, -1.3584, -0.0721]],
  "forces_ev_per_a": [[-0.5, 0.6, 0.1], [-0.3, -0.1, 0.0], [1.4, 1.0, -1.7], [-2.0, -2.3, 0.9], [1.0, -0.3, 0.8], [1.8, 0.3, -0.6], [-2.4, 0.3, 1.5], [0.2, 0.0, 0.0], [0.3, 0.0, 0.0], [-0.1, -0.3, 0.0], [0.1, 0.0, 0.0], [-0.1, 0.0, 0.3], [0.0, -0.6, 0.2], [0.0, 0.0, 0.0], [-0.3, 0.8, 0.1], [-0.3, 0.1, -0.7], [-0.6, 0.4, 0.1], [0.0, 0.0, 0.0], [0.4, -0.7, 0.1], [0.9, 0.4, 0.3], [0.5, 0.3, -1.1]],
  "lowdin_charge": [-0.08, -0.23, 0.05, -0.38, -0.05, -0.08, -0.11, 0.07, 0.08, 0.07, 0.10, 0.14, 0.09, 0.00, -0.01, 0.02, 0.10, 0.00, 0.07, 0.07, 0.07]
}

{
  "formula": "C7H14",
  "method": "the ωB97M-V functional and the def2-TZVPD basis",
  "energy_ha": -275.0181,
  "smiles": "C[C@@H]1[C@H](C)C1(C)C",
  "e_lumo_ev": 1.03,
  "de_lowest_kj_mol": 257.8,
  "charge": 0,
  "species": ["C", "C", "C", "C", "C", "C", "C", "H", "H", "H", "H", "H", "H", "H", "H", "H", "H", "H", "H", "H", "H"],
  "positions_angstrom": [[1.2963, -0.8029, -1.7014], [-0.0079, -1.0286, -0.7679], [-0.8232, 0.1982, -0.5740], [-0.5325, 1.5570, -1.0847], [-0.2018, -0.3120, 0.6894], [1.0277, 0.2233, 1.3464], [-1.2615, -0.6117, 1.7575], [0.9795, -0.8859, -2.7533], [2.0578, -1.5601, -1.5082], [1.7727, 0.1978, -1.5816], [-0.5831, -1.8695, -0.2343], [-1.8545, -0.0721, -0.6860], [-1.1481, 2.2664, -0.5233], [-0.7928, 1.6448, -2.1385], [0.5066, 1.8438, -0.9450], [1.4620, -0.4313, 2.1173], [0.8483, 1.1798, 1.8261], [1.8142, 0.3690, 0.6273], [-2.2000, -0.9963, 1.3418], [-0.8673, -1.2647, 2.5392], [-1.4923, 0.3550, 2.2532]],
  "forces_ev_per_a": [[-1.2, -1.0, 1.3], [0.3, 0.2, 2.1], [-0.2, -0.2, 0.4], [0.1, 0.4, -0.3], [0.1, 0.8, -0.2], [0.4, 0.6, -0.1], [0.4, -0.3, -0.2], [0.0, 0.0, 0.4], [0.0, 0.0, -0.1], [-0.6, -0.7, 0.2], [1.2, -0.3, -3.0], [-0.7, 0.4, 0.4], [0.1, 0.0, -0.1], [0.1, 0.1, -0.1], [0.1, 0.1, -0.1], [-0.5, -0.1, -0.2], [0.0, 0.4, 0.2], [0.4, 0.2, -0.3], [0.2, -0.1, 0.1], [-0.2, -0.2, 0.0], [0.1, -0.4, -0.3]],
  "lowdin_charge": [-0.04, -0.14, -0.35, -0.06, -0.46, -0.06, -0.05, 0.07, 0.06, 0.07, 0.15, 0.12, 0.09, 0.08, 0.07, 0.09, 0.08, 0.06, 0.08, 0.07, 0.09]
}

{
  "formula": "C7H14",
  "method": "the ωB97M-V functional and the def2-TZVPD basis",
  "energy_ha": -274.9910,
  "e_lumo_ev": 1.03,
  "de_lowest_kj_mol": 328.9,
  "charge": 0,
  "species": ["C", "C", "C", "C", "C", "C", "C", "H", "H", "H", "H", "H", "H", "H", "H", "H", "H", "H", "H", "H", "H"],
  "positions_angstrom": [[2.3925, -0.0526, -0.1755], [1.0414, -0.5608, -0.5702], [-0.0464, -1.4360, 0.0911], [-1.1292, -0.4922, -0.5081], [-2.4230, -0.3092, 0.3021], [0.0724, 0.6110, -0.5408], [-0.0287, 1.4664, 0.7229], [2.2162, 1.0861, -0.7223], [2.5821, 0.0573, 0.9017], [3.2774, -0.5125, -0.6377], [1.1075, -0.8895, -1.6194], [-0.0439, -2.4792, -0.2352], [-0.0229, -1.3888, 1.1859], [-1.3868, -0.8230, -1.5184], [-2.2291, -0.0523, 1.3508], [-3.0650, 0.4700, -0.1239], [-3.0100, -1.2421, 0.3106], [0.8798, 1.4222, -1.3363], [0.8344, 2.1295, 0.7870], [-0.0889, 0.9006, 1.6636], [-0.9299, 2.0953, 0.6719]],
  "forces_ev_per_a": [[0.3, 2.2, -0.9], [-0.1, 0.1, 0.0], [0.3, -0.2, 0.0], [0.2, 0.3, -0.4], [0.2, 0.2, -0.1], [1.3, 1.1, -0.9], [0.2, 0.0, 0.1], [1.6, -2.6, 1.7], [-0.2, 0.2, -0.3], [-0.4, 0.0, 0.1], [-0.2, 0.1, 0.2], [-0.2, 0.1, 0.2], [-0.1, 0.0, -0.2], [0.1, 0.0, 0.0], [0.0, 0.0, -0.2], [0.1, -0.1, 0.0], [0.3, 0.2, -0.1], [-3.8, -1.5, 1.0], [0.0, 0.0, 0.2], [0.0, 0.0, -0.3], [0.3, -0.2, -0.1]],
  "lowdin_charge": [-0.08, -0.42, -0.12, -0.28, -0.08, -0.28, -0.11, 0.11, 0.08, 0.06, 0.14, 0.10, 0.11, 0.13, 0.07, 0.07, 0.08, 0.19, 0.07, 0.08, 0.08]
}